Molecular formula: C4H15N2O
Method: DFT, the ωB97M-V functional and the def2-TZVPD basis

Each atom is followed by the atoms it is bonded to, with distances in Å.
Cartesian coordinates (Å):
1 O 3.48 -2.29 1.90  H15 0.940, H19 0.979
2 H 0.00 0.11 1.32  C4 1.165
3 H 0.98 0.19 -1.14  C12 1.209
4 C -0.28 0.98 0.59  H2 1.165, H6 1.040, C12 1.527, N17 1.555
5 H -2.42 0.85 0.38  N17 1.038
6 H -0.56 1.74 1.24  C4 1.040
7 H -0.72 -0.54 -1.58  C10 1.117
8 H 1.08 2.37 -1.99  N11 0.968
9 H -1.73 1.41 -0.97  N17 1.068
10 C -1.63 -0.65 -0.94  H7 1.117, H13 1.028, N17 1.525, C21 1.559
11 N 0.44 2.27 -1.28  H8 0.968, C12 1.497, H18 1.087
12 C 0.87 1.14 -0.40  H3 1.209, C4 1.527, N11 1.497, H20 1.155
13 H -2.57 -0.75 -1.36  C10 1.028
14 H -2.09 -2.61 -0.15  C21 1.058
15 H 3.55 -1.37 2.05  O1 0.940
16 H -0.42 -2.02 0.29  C21 1.129
17 N -1.58 0.68 -0.20  C4 1.555, H5 1.038, H9 1.068, C10 1.525
18 H 0.96 3.03 -0.71  N11 1.087
19 H 4.29 -2.70 1.53  O1 0.979
20 H 1.84 1.49 0.12  C12 1.155
21 C -1.51 -1.78 0.13  C10 1.559, H14 1.058, H16 1.129, H22 1.179
22 H -1.96 -1.56 1.19  C21 1.179

Values from the calculation:
Energy above the lowest of the compared OMol25 structures with the same formula, charge and spin: 63.5 kcal/mol
Frontier orbital gap: 11.097 eV
Calculated total energy: -345.844467 a.u.
Net charge: +1

Atom charges from the natural (NBO) analysis, given in e for atoms 1 to 8: -0.96 0.25 0.22 -0.23 0.44 0.23 0.23 0.37